1.
{
  "formula": "C3H10N2O2S",
  "method": "ωB97M-V/def2-TZVPD",
  "elements": ["N", "C", "O", "C", "N", "C", "S", "H", "H", "H", "H", "H", "H", "H", "H", "O", "H", "H"],
  "positions_angstrom": [[-1.01, -1.22, -0.91], [-0.37, -0.16, -0.38], [-0.49, 0.99, -0.76], [0.65, -0.51, 0.71], [1.93, -0.94, 0.08], [0.91, 0.66, 1.63], [0.97, 0.36, 3.41], [-0.89, -2.11, -0.46], [-1.69, -1.11, -1.64], [0.33, -1.37, 1.29], [2.43, -0.10, -0.21], [1.80, -1.46, -0.79], [0.20, 1.47, 1.50], [1.82, 1.17, 1.32], [-0.33, 0.55, 3.65], [-2.45, 1.39, -2.90], [-1.81, 1.76, -2.27], [-2.01, 0.62, -3.28]],
  "total_charge": 0,
  "homo_ev": -9.26,
  "molar_mass_g_mol": 138.19,
  "de_lowest_kj_mol": 76.7
}

2.
{
  "formula": "C49H38BrHfI2N4O5P2Te",
  "method": "ωB97M-V/def2-TZVPD",
  "elements": ["Hf", "O", "C", "C", "C", "C", "C", "C", "C", "O", "N", "N", "C", "C", "C", "C", "C", "C", "C", "O", "H", "H", "H", "H", "H", "H", "H", "H", "H", "H", "Te", "C", "C", "C", "N", "C", "C", "C", "P", "C", "C", "C", "C", "C", "C", "C", "C", "C", "C", "C", "C", "P", "C", "C", "C", "C", "C", "C", "C", "C", "C", "C", "C", "C", "H", "H", "H", "H", "H", "H", "H", "H", "H", "H", "H", "H", "H", "H", "H", "H", "H", "H", "H", "H", "H", "H", "H", "H", "I", "I", "Br", "C", "C", "C", "C", "N", "C", "H", "H", "H", "H", "O", "O"],
  "positions_angstrom": [[-0.22, 1.60, -0.29], [-0.86, 4.35, -3.91], [0.36, 4.08, -4.41], [0.66, 4.64, -5.65], [1.88, 4.41, -6.24], [2.83, 3.61, -5.61], [2.55, 3.06, -4.39], [1.32, 3.28, -3.76], [1.10, 2.75, -2.41], [-0.10, 2.86, -1.84], [2.13, 2.27, -1.76], [1.81, 2.05, -0.43], [2.66, 2.26, 0.51], [2.21, 2.51, 1.86], [3.16, 2.63, 2.88], [2.82, 3.11, 4.13], [1.51, 3.53, 4.36], [0.56, 3.44, 3.37], [0.87, 2.90, 2.11], [-0.09, 2.85, 1.19], [-0.94, 3.92, -3.04], [-0.10, 5.26, -6.12], [2.10, 4.86, -7.20], [3.79, 3.44, -6.09], [3.28, 2.45, -3.88], [3.71, 2.41, 0.26], [4.19, 2.36, 2.68], [3.58, 3.19, 4.90], [1.24, 3.93, 5.33], [-0.45, 3.80, 3.52], [-1.04, -3.27, 1.44], [-1.47, -4.47, -0.28], [-0.55, -5.42, -0.71], [-0.86, -6.18, -1.83], [-2.00, -6.05, -2.51], [-2.89, -5.17, -2.07], [-2.68, -4.36, -0.96], [-0.42, -1.39, 0.54], [-0.16, -0.06, 1.89], [0.55, -0.82, 3.40], [-0.23, -1.64, 4.22], [0.30, -2.14, 5.40], [1.59, -1.80, 5.79], [2.35, -0.96, 5.00], [1.83, -0.46, 3.81], [-1.82, 0.32, 2.59], [-1.78, 1.14, 3.73], [-2.94, 1.61, 4.31], [-4.17, 1.27, 3.78], [-4.23, 0.42, 2.68], [-3.07, -0.04, 2.08], [1.16, -1.14, -0.54], [2.17, -2.55, 0.07], [2.38, -3.72, -0.66], [3.16, -4.74, -0.12], [3.72, -4.61, 1.14], [3.52, -3.44, 1.87], [2.77, -2.42, 1.32], [0.79, -1.78, -2.21], [1.81, -1.54, -3.13], [1.71, -2.01, -4.43], [0.58, -2.70, -4.83], [-0.46, -2.89, -3.93], [-0.36, -2.43, -2.63], [0.38, -5.57, -0.18], [-0.17, -6.92, -2.21], [-3.81, -5.11, -2.63], [-3.44, -3.66, -0.64], [-1.25, -1.86, 3.96], [-0.31, -2.78, 6.02], [1.98, -2.19, 6.72], [3.35, -0.68, 5.31], [2.43, 0.22, 3.22], [-0.82, 1.39, 4.16], [-2.88, 2.25, 5.18], [-5.08, 1.64, 4.23], [-5.19, 0.12, 2.29], [-3.16, -0.70, 1.24], [1.95, -3.85, -1.64], [3.32, -5.64, -0.69], [4.33, -5.41, 1.55], [3.96, -3.32, 2.85], [2.64, -1.50, 1.87], [2.69, -0.99, -2.81], [2.52, -1.83, -5.13], [0.50, -3.07, -5.84], [-1.37, -3.40, -4.24], [-1.19, -2.57, -1.96], [-1.38, 0.71, -3.96], [-0.44, 0.99, -6.45], [-6.23, 0.94, -0.99], [-4.80, 2.10, -0.60], [-5.03, 3.42, -0.24], [-3.93, 4.20, 0.08], [-2.67, 3.64, 0.06], [-2.45, 2.36, -0.29], [-3.50, 1.62, -0.64], [-6.03, 3.83, -0.22], [-4.05, 5.24, 0.34], [-1.80, 4.21, 0.35], [-3.32, 0.60, -0.97], [-1.53, -0.93, -0.22], [-1.07, 0.11, -1.14]],
  "total_charge": 1,
  "homo_ev": -10.37,
  "molar_mass_g_mol": 1464.62,
  "de_lowest_kj_mol": 236.1
}

3.
{
  "formula": "C4H14N4",
  "method": "ωB97M-V/def2-TZVPD",
  "elements": ["C", "C", "C", "N", "N", "C", "N", "N", "H", "H", "H", "H", "H", "H", "H", "H", "H", "H", "H", "H", "H", "H"],
  "positions_angstrom": [[-1.00, 2.02, -1.21], [-0.72, 0.50, -0.86], [0.54, 0.29, 0.00], [1.73, 0.56, -0.75], [0.60, 1.20, 1.11], [0.44, -1.29, 0.58], [-0.56, -1.41, 1.63], [0.15, -2.35, -0.34], [-0.13, 2.53, -1.64], [-1.81, 2.07, -1.94], [-1.33, 2.57, -0.32], [-0.61, -0.02, -1.82], [-1.62, 0.13, -0.37], [1.76, 1.56, -0.92], [2.55, 0.32, -0.20], [-0.19, 0.95, 1.73], [1.42, 0.98, 1.68], [1.41, -1.49, 1.04], [-1.49, -1.36, 1.22], [-0.49, -2.32, 2.07], [0.07, -3.24, 0.14], [-0.72, -2.18, -0.84]],
  "total_charge": 0,
  "homo_ev": -8.56,
  "molar_mass_g_mol": 118.18,
  "de_lowest_kj_mol": 68.8
}

4.
{
  "formula": "CaI",
  "method": "ωB97M-V/def2-TZVPD",
  "elements": ["Ca", "I"],
  "positions_angstrom": [[3.08, 9.00, -3.75], [2.22, 6.67, -2.40]],
  "total_charge": 2,
  "homo_ev": [-20.53, -20.17],
  "multiplicity": 2,
  "molar_mass_g_mol": 166.98,
  "de_lowest_kj_mol": 0.0,
  "s2": 0.753
}

Q: Which formula does entry 3 have?
A: C4H14N4